Entry from OMol25: a 2-piece molecular cluster, C8H13N3O overall (ωB97M-V/def2-TZVPD).

HOMO energy (eV): -8.0633
Orbital gap (eV): 8.9
Energy relative to the best compared isomer or geometry (same formula, charge and spin) (eV): 2.8026
Spin multiplicity: 1
Charge: 0
Molecular weight (g/mol): 167.21
Calculated total energy (Ha): -552.05670

Geometry as XYZ:
```
25
C8H13N3O | OMol25 | ωB97M-V/def2-TZVPD
C 2.69002 0.66911 -0.00730
C 3.61095 0.01689 -0.88823
C 3.93379 -1.15667 -0.27399
C 2.54438 -0.14615 1.06419
C -0.79524 0.03807 -0.71417
C -2.04477 -0.73416 -0.17097
C -2.56395 -0.01516 1.11421
C -3.32488 -0.90664 -0.95303
H 2.41671 2.53302 -0.81292
H 1.64525 2.25339 0.63791
H 3.94716 0.40714 -1.84024
H 4.60751 -1.96827 -0.50709
H 1.95648 -0.08394 1.96967
H -0.57176 -0.23695 -1.76170
H -0.88444 1.13120 -0.65122
H 0.08127 -0.27778 -0.12254
H -1.68129 -1.74279 0.09674
H -1.87207 0.76919 1.46216
H -2.66328 -0.73316 1.93078
H -4.53023 0.85297 1.31188
H -3.60597 -1.50897 -1.80982
N 1.93348 1.84155 -0.24626
N -3.82254 0.51118 0.69746
N -4.30288 -0.23067 -0.43185
O 3.29630 -1.28240 0.90633
```

Results of the Mulliken charge analysis, in e, for atoms 1 through 2:
1. C 0.78
2. C -0.64